The following is a DFT calculation (ωB97M-V with the def2-TZVPD basis set) of a 16-piece molecular cluster, C63H164N12O16 overall in a non-equilibrium geometry.

Summary:
Largest force on an atom, hartree/bohr: 0.071
Spin multiplicity: 2
Frontier orbital gap (spin up / spin down), hartree: 0.3029 / 0.1448
Net charge: +1
HOMO (spin up / spin down), eV: -10.089 / -10.089

Each line ends with the Löwdin charge.
Element x y z (Å)
C: -8.392 -0.286 -4.149  -0.03
C: -8.259 0.836 -3.060  -0.38
C: -7.889 0.465 -1.589  -0.21
O: -6.756 -0.334 -1.650  -0.21
C: -6.662 -1.207 -0.607  -0.12
N: -7.306 1.894 -3.421  0.05
H: -7.455 -0.842 -4.177  0.06
H: -8.500 0.255 -5.089  0.07
H: -9.298 -0.856 -3.946  0.08
H: -9.241 1.309 -3.023  0.12
H: -8.809 -0.055 -1.322  0.12
H: -7.860 1.296 -0.885  0.13
H: -5.661 -1.637 -0.631  0.06
H: -7.327 -2.066 -0.693  0.10
H: -6.658 -0.701 0.359  0.10
H: -6.939 2.303 -2.574  0.06
H: -6.470 1.498 -3.824  0.02
C: -1.399 -4.806 -2.195  -0.05
C: -1.836 -5.945 -1.280  -0.41
C: -3.237 -6.548 -1.650  -0.19
O: -4.221 -5.565 -1.855  -0.20
C: -4.797 -4.868 -0.690  -0.04
N: -0.849 -7.001 -1.283  0.03
H: -0.373 -4.461 -2.065  0.07
H: -1.954 -3.889 -1.996  0.05
H: -1.474 -5.079 -3.247  0.09
H: -1.794 -5.603 -0.246  0.10
H: -3.661 -7.342 -1.035  0.13
H: -3.250 -7.121 -2.577  0.13
H: -3.999 -4.187 -0.395  0.06
H: -5.095 -5.463 0.174  0.09
H: -5.654 -4.284 -1.026  0.08
H: -0.214 -6.982 -2.067  0.08
H: -1.353 -7.854 -1.483  0.08
C: -3.065 -0.879 -3.257  -0.05
C: -3.600 0.542 -3.638  -0.38
C: -4.498 0.395 -4.930  -0.19
O: -4.799 1.661 -5.521  -0.21
C: -5.677 1.423 -6.666  -0.06
N: -4.296 1.089 -2.498  0.07
H: -2.576 -1.282 -4.143  0.08
H: -3.698 -1.590 -2.726  0.07
H: -2.238 -0.723 -2.564  0.04
H: -2.685 1.101 -3.832  0.11
H: -5.385 -0.085 -4.515  0.10
H: -3.997 -0.216 -5.681  0.12
H: -5.172 0.845 -7.440  0.09
H: -5.938 2.419 -7.024  0.09
H: -6.602 0.960 -6.320  0.07
H: -4.538 2.054 -2.673  0.07
H: -5.132 0.623 -2.176  0.04
C: -8.888 -2.741 2.237  -0.04
C: -8.128 -4.090 2.330  -0.42
C: -6.995 -4.224 3.388  -0.17
O: -5.893 -3.345 3.079  -0.21
C: -4.948 -3.366 4.157  -0.10
N: -9.054 -5.203 2.236  0.01
H: -9.732 -2.746 1.547  0.08
H: -8.168 -1.939 2.072  0.06
H: -9.293 -2.479 3.214  0.08
H: -7.713 -4.313 1.347  0.11
H: -6.633 -5.250 3.450  0.12
H: -7.366 -4.013 4.391  0.13
H: -3.916 -3.273 3.819  0.07
H: -4.937 -4.372 4.579  0.09
H: -5.265 -2.646 4.912  0.09
H: -9.758 -4.988 1.545  0.07
H: -8.609 -6.108 2.177  0.07
C: -2.962 5.253 -5.550  -0.05
C: -2.002 5.744 -4.524  -0.48
C: -0.616 5.095 -4.320  -0.17
O: -0.680 3.688 -3.977  -0.20
C: -1.509 3.353 -2.834  -0.09
N: -1.776 7.131 -4.849  0.03
H: -3.233 4.211 -5.382  0.07
H: -2.536 5.378 -6.546  0.09
H: -3.893 5.810 -5.656  0.09
H: -2.506 5.845 -3.563  0.13
H: -0.041 5.766 -3.682  0.11
H: 0.005 5.152 -5.214  0.12
H: -2.530 3.309 -3.212  0.07
H: -1.315 3.919 -1.923  0.09
H: -1.293 2.302 -2.642  0.05
H: -1.077 7.534 -4.241  0.07
H: -1.436 7.040 -5.795  0.07
C: 2.065 -0.309 6.833  -0.06
C: 1.481 0.645 5.890  -0.45
C: 2.478 1.405 5.061  -0.19
O: 1.777 2.058 4.014  -0.20
C: 2.610 2.920 3.230  -0.09
N: 0.561 -0.092 5.038  0.06
H: 1.215 -0.596 7.452  0.10
H: 2.917 0.066 7.400  0.10
H: 2.388 -1.256 6.401  0.08
H: 0.888 1.332 6.493  0.15
H: 3.272 0.732 4.737  0.12
H: 3.057 2.037 5.735  0.13
H: 2.096 3.390 2.392  0.07
H: 3.452 2.394 2.779  0.08
H: 3.013 3.755 3.802  0.10
H: 1.210 -0.652 4.503  0.06
H: 0.146 0.547 4.376  0.05
C: 2.920 4.028 -7.195  -0.05
C: 2.904 2.488 -7.008  -0.41
C: 2.581 2.107 -5.522  -0.22
O: 2.656 0.701 -5.395  -0.17
C: 2.332 0.335 -4.015  -0.08
N: 1.896 1.936 -7.875  0.04
H: 3.263 4.439 -8.144  0.08
H: 3.528 4.553 -6.458  0.06
H: 1.967 4.500 -6.958  0.06
H: 3.876 2.064 -7.259  0.14
H: 1.647 2.577 -5.215  0.11
H: 3.299 2.573 -4.847  0.10
H: 1.484 0.882 -3.603  0.07
H: 3.200 0.507 -3.378  0.07
H: 2.254 -0.752 -3.991  0.09
H: 1.853 0.987 -7.533  0.06
H: 1.070 2.419 -7.553  0.07
C: -1.446 -6.198 2.938  -0.07
C: -0.124 -6.261 2.249  -0.47
C: 1.050 -6.068 3.286  -0.15
O: 2.360 -6.450 2.802  -0.21
C: 2.847 -5.635 1.727  -0.08
N: 0.045 -7.602 1.658  0.06
H: -1.375 -6.843 3.814  0.09
H: -2.259 -6.486 2.271  0.08
H: -1.575 -5.170 3.277  0.06
H: -0.070 -5.573 1.405  0.10
H: 0.863 -6.714 4.143  0.13
H: 1.060 -5.034 3.631  0.10
H: 3.788 -6.009 1.322  0.08
H: 2.858 -4.681 2.254  0.07
H: 2.176 -5.664 0.869  0.08
H: -0.265 -7.428 0.713  0.02
H: 1.054 -7.579 1.633  0.05
C: -2.847 4.834 4.086  -0.04
C: -2.127 3.975 3.054  -0.40
C: -1.369 4.864 2.025  -0.19
O: -0.449 5.737 2.682  -0.19
C: 0.277 6.602 1.809  -0.09
N: -1.148 3.107 3.754  0.05
H: -3.219 4.298 4.959  0.07
H: -3.693 5.269 3.555  0.09
H: -2.207 5.654 4.412  0.09
H: -2.793 3.338 2.472  0.13
H: -2.088 5.495 1.502  0.13
H: -0.856 4.206 1.323  0.11
H: -0.252 7.200 1.067  0.09
H: 1.115 6.112 1.314  0.06
H: 0.777 7.344 2.432  0.09
H: -0.549 2.717 3.040  0.05
H: -0.598 3.837 4.184  0.08
O: -5.482 -0.300 4.299  -0.04
H: -4.628 0.132 4.295  -0.02
H: -5.376 -1.048 3.711  -0.01
O: -3.044 1.395 5.172  -0.05
H: -3.509 1.869 5.861  0.06
H: -2.502 2.060 4.747  -0.02
O: -1.977 -1.314 5.625  -0.07
H: -1.077 -1.043 5.444  -0.04
H: -2.509 -0.555 5.385  -0.03
O: 3.167 -2.330 3.285  -0.05
H: 3.997 -2.706 3.578  0.04
H: 2.520 -2.659 3.909  0.04
C: 1.169 0.544 1.109  0.01
C: 0.366 -0.339 0.117  -0.37
C: 0.831 -1.852 0.302  -0.08
C: 0.299 -2.415 1.648  -0.16
C: -1.234 -2.435 1.573  -0.07
C: -1.919 -1.012 1.205  -0.42
N: -1.146 -0.256 0.217  0.13
O: -1.624 1.053 -0.061  0.10
C: -3.216 -1.380 0.489  -0.03
C: -2.179 -0.225 2.474  0.01
C: 0.805 0.054 -1.341  -0.03
H: 2.181 0.223 1.354  0.10
H: 0.750 0.453 2.111  0.06
H: 1.244 1.600 0.850  0.09
H: 0.398 -2.517 -0.446  0.11
H: 1.908 -1.929 0.154  0.13
H: 0.710 -1.863 2.493  0.08
H: 0.641 -3.443 1.767  0.09
H: -1.618 -2.714 2.554  0.12
H: -1.416 -3.160 0.779  0.11
H: -3.038 -1.882 -0.461  0.07
H: -3.930 -1.908 1.121  0.10
H: -3.801 -0.521 0.161  0.08
H: -2.467 0.799 2.234  0.09
H: -2.945 -0.718 3.073  0.08
H: -1.277 -0.243 3.086  0.07
H: 1.894 0.074 -1.398  0.09
H: 0.421 1.055 -1.537  0.07
H: 0.243 -0.590 -2.017  0.09
H: -2.443 1.021 -0.561  0.10
C: 3.525 4.847 -3.067  -0.04
C: 4.178 4.508 -1.732  -0.46
C: 3.937 3.028 -1.417  -0.14
C: 4.793 2.459 -0.249  -0.16
C: 6.290 2.783 -0.415  -0.15
C: 6.640 4.219 -0.777  -0.45
N: 5.688 4.610 -1.887  -0.11
O: 6.077 5.794 -2.468  -0.02
C: 6.562 5.148 0.487  -0.02
C: 8.110 4.164 -1.244  -0.05
C: 3.589 5.360 -0.560  -0.02
H: 3.623 5.863 -3.450  0.08
H: 2.444 4.766 -3.184  0.08
H: 4.106 4.401 -3.875  0.07
H: 2.863 3.017 -1.234  0.11
H: 4.070 2.393 -2.292  0.10
H: 4.612 1.385 -0.287  0.10
H: 4.444 2.832 0.714  0.08
H: 6.624 2.071 -1.169  0.12
H: 6.712 2.356 0.495  0.10
H: 7.486 5.151 1.066  0.08
H: 6.255 6.161 0.228  0.08
H: 5.887 4.771 1.255  0.06
H: 8.511 5.161 -1.425  0.08
H: 8.808 3.740 -0.522  0.09
H: 8.315 3.650 -2.183  0.08
H: 4.146 6.292 -0.458  0.08
H: 3.750 4.894 0.412  0.06
H: 2.526 5.565 -0.688  0.07
H: 6.327 5.534 -3.357  0.11
C: 7.194 -2.115 -0.732  -0.02
C: 6.884 -2.887 0.585  -0.45
C: 8.101 -3.687 1.106  -0.12
C: 9.100 -2.811 1.974  -0.14
C: 8.252 -2.211 3.117  -0.16
C: 7.208 -1.298 2.586  -0.51
N: 6.344 -2.068 1.679  -0.11
O: 5.271 -1.297 1.242  -0.03
C: 6.339 -0.925 3.804  -0.03
C: 7.817 -0.043 1.903  -0.01
C: 5.829 -4.055 0.202  -0.02
H: 6.321 -1.657 -1.196  0.08
H: 7.782 -2.804 -1.340  0.08
H: 7.917 -1.318 -0.559  0.07
H: 7.829 -4.620 1.601  0.12
H: 8.737 -4.021 0.287  0.11
H: 9.778 -2.099 1.503  0.10
H: 9.822 -3.487 2.431  0.10
H: 8.863 -1.824 3.932  0.13
H: 7.761 -3.047 3.614  0.12
H: 6.871 -0.386 4.588  0.09
H: 5.529 -0.267 3.490  0.07
H: 5.885 -1.785 4.297  0.08
H: 7.232 0.347 1.070  0.05
H: 8.010 0.777 2.594  0.09
H: 8.779 -0.224 1.422  0.07
H: 5.425 -4.614 1.045  0.05
H: 6.396 -4.815 -0.336  0.08
H: 5.018 -3.636 -0.395  0.07
H: 4.534 -1.580 1.789  0.05